112
Properties=species:S:1:pos:R:3 method="wB97M-V/def2-TZVPD" lumo_energy_ev="-1.21 / -1.03" e_homo_ev="-8.20 / -8.20" multiplicity=3 s2=2.013
V 2.6112 -1.0132 1.6065
C 5.1472 0.2956 5.1907
C 4.1001 1.2895 4.9098
C 3.7209 2.0887 5.9609
C 2.8994 3.1665 5.6705
C 2.4099 3.4473 4.3718
C 2.7840 2.6163 3.2661
C 2.6215 3.1341 1.8753
C 3.5199 1.4067 3.6137
N 3.7922 0.4369 2.6233
C 5.0276 0.5926 2.0253
O 5.6324 1.6739 2.0439
C 5.4945 -0.6191 1.3233
C 6.7567 -0.7870 0.7631
C 6.9991 -1.9475 0.0528
C 5.9856 -2.9149 -0.1132
C 4.7534 -2.6785 0.5143
N 4.5341 -1.5752 1.3322
C 3.6104 -3.5380 0.2579
O 3.7614 -4.5847 -0.3723
N 2.4031 -2.9720 0.7564
C 1.2278 -3.6881 0.4239
C 0.6338 -4.5772 1.3326
C 1.2631 -4.8568 2.6585
C -0.5677 -5.1977 0.9980
C -1.1495 -5.0337 -0.2436
C -0.5329 -4.1621 -1.1177
C 0.6887 -3.5665 -0.8466
C 1.2796 -2.7139 -1.9364
H 4.9528 -0.2472 6.1288
H 5.1972 -0.4511 4.3997
H 6.1616 0.7105 5.3423
H 3.9633 1.7793 6.9635
H 2.7389 3.9338 6.4863
H 1.7044 4.2814 4.2730
H 3.3222 3.9854 1.6042
H 2.8422 2.3632 1.1106
H 1.6059 3.5318 1.6441
H 7.4955 -0.0352 0.9745
H 7.9237 -2.0856 -0.5185
H 6.1627 -3.8482 -0.6515
H 0.8561 -4.1607 3.3838
H 1.1402 -5.8996 3.0071
H 2.3206 -4.7184 2.6158
H -1.1209 -5.8319 1.6958
H -2.1865 -5.3061 -0.5279
H -0.9733 -3.9543 -2.0666
H 1.3018 -3.2108 -2.8705
H 0.7991 -1.7052 -1.9504
H 2.3182 -2.4899 -1.7032
C 3.5531 1.4370 -1.6800
C 2.3325 0.6371 -1.2145
O 1.3964 0.4588 -2.0094
O 2.3791 0.1546 0.0134
H 3.2587 2.4959 -1.7349
H 3.8337 1.1006 -2.7054
H 4.4034 1.4055 -1.0135
N -1.6504 1.0679 5.0964
C -0.8100 0.3743 4.2151
C -0.8250 0.6597 2.8511
C 0.0877 -0.0134 2.0434
N 0.9145 -0.9849 2.5386
C 0.7807 -1.4125 3.7726
C 0.0006 -0.7013 4.6921
H -1.9596 1.9999 4.8188
H -1.6934 0.9030 6.1054
H -1.5179 1.4363 2.4614
H 0.0759 0.0711 0.9291
H 1.2688 -2.3059 4.1675
H -0.1099 -0.9969 5.7724
C -3.5378 -1.8957 0.6329
O -3.0924 -1.1150 -0.5589
C -3.9041 -1.4338 -1.6294
O -4.4172 -2.5366 -1.7291
C -3.8155 -0.3429 -2.7116
C -4.5681 -0.1063 -3.8338
As -5.5957 1.4517 -4.5495
C -4.4489 2.1362 -6.1366
C -4.6869 2.6217 -3.2277
C -3.5433 2.7137 -2.5541
As -2.4691 1.0600 -2.3047
C -1.3161 1.3992 -3.8864
C -2.9389 3.9999 -1.9456
O -3.4806 4.6665 -1.0956
O -1.6932 4.2648 -2.5282
C -1.3468 5.6500 -2.3079
C -5.6560 3.7942 -3.1706
O -5.6834 4.5716 -4.1207
O -6.6181 3.8615 -2.1967
C -6.4599 3.1856 -0.9636
C -5.1305 -1.3273 -4.5919
O -6.3545 -1.5066 -4.5031
O -4.2369 -2.0329 -5.4022
C -4.9305 -3.1335 -6.0230
H -3.4111 -2.9333 0.4242
H -4.6115 -1.6405 0.6935
H -3.0073 -1.5216 1.4602
H -3.3826 2.1038 -5.9165
H -4.7677 3.1710 -6.2833
H -4.6654 1.5049 -7.0144
H -1.2559 2.4714 -3.9764
H -1.8577 0.9839 -4.7643
H -0.3267 0.9411 -3.7372
H -0.7287 6.0281 -3.1320
H -0.8032 5.7446 -1.3778
H -2.2508 6.2531 -2.1742
H -7.4410 2.7978 -0.5965
H -6.0918 3.8773 -0.1619
H -5.8239 2.2914 -0.9914
H -5.8690 -3.4417 -5.4247
H -4.1861 -3.9445 -6.0704
H -5.2476 -2.7826 -7.0197

---

107
Properties=species:S:1:pos:R:3 method="wB97M-V/def2-TZVPD" lumo_energy_ev="-5.90 / -5.90" e_homo_ev="-10.44 / -10.44" total_charge=+1
Pb 8.8783 -22.4185 -3.4231
C 11.1993 -23.2696 -7.1799
C 10.8817 -23.0533 -8.6161
C 11.2854 -23.9809 -9.6375
C 10.9998 -23.8185 -10.9835
C 10.3818 -22.6078 -11.4091
C 10.0290 -21.7111 -10.4171
C 10.2225 -21.8916 -9.1001
P 9.5916 -20.6741 -7.8585
C 8.3101 -19.7358 -8.8706
C 8.5843 -18.4968 -9.4150
C 7.6343 -17.8762 -10.1415
C 6.4667 -18.5568 -10.3784
C 6.2247 -19.8274 -9.9381
C 7.1167 -20.4240 -9.0213
C 6.8130 -21.7599 -8.3782
C 11.0483 -19.6077 -7.7022
C 12.2569 -20.0182 -8.1887
C 13.3754 -19.1619 -8.0850
C 13.3384 -17.8882 -7.4073
C 12.2406 -17.6462 -6.6196
C 11.0375 -18.4923 -6.7923
C 9.8960 -17.9398 -6.3501
H 12.0113 -22.5647 -6.9458
H 11.6918 -24.2269 -6.9845
H 10.4183 -23.1452 -6.5056
H 11.7706 -24.8525 -9.2747
H 11.1016 -24.6794 -11.7354
H 10.0048 -22.4221 -12.3752
H 9.5077 -20.7912 -10.7395
H 9.5614 -18.0806 -9.3302
H 7.8329 -16.9081 -10.5706
H 5.7880 -18.0261 -11.1049
H 5.3554 -20.3753 -10.3269
H 7.4851 -22.4903 -8.9050
H 5.7813 -22.0030 -8.5428
H 7.1310 -21.8454 -7.3366
H 12.3324 -20.9356 -8.7960
H 14.3186 -19.4244 -8.5768
H 14.2257 -17.1964 -7.2908
H 12.2788 -16.8004 -6.0004
H 8.8934 -18.5006 -6.3666
H 9.7970 -17.0311 -5.8408
C 9.2529 -12.5819 -1.8485
C 8.6728 -13.4718 -2.9423
C 7.5339 -12.7026 -3.6416
C 9.7292 -13.5820 -4.0159
C 8.2072 -14.8961 -2.3506
O 7.5394 -14.5395 -1.1475
C 7.1818 -15.7145 -3.2623
C 7.7133 -16.1233 -4.6004
C 6.6113 -16.8216 -5.3971
C 5.8503 -17.9403 -4.9741
C 4.8039 -18.5168 -5.7767
C 4.6096 -17.9699 -7.0788
Cl 3.3999 -18.7090 -8.0417
C 5.3992 -16.9124 -7.4867
C 6.3284 -16.2879 -6.6743
C 9.4191 -15.7728 -1.9971
N 9.2022 -17.1490 -1.6775
C 9.4300 -18.2184 -2.4448
N 8.9699 -19.3298 -1.8919
C 8.4147 -18.8319 -0.7199
N 8.5489 -17.5893 -0.5643
H 9.6625 -11.6813 -2.2512
H 10.0549 -13.0778 -1.3215
H 8.6064 -12.3051 -1.0106
H 7.9395 -11.7981 -4.0474
H 6.7906 -12.4016 -2.8959
H 7.1893 -13.3230 -4.4288
H 10.2526 -12.5868 -4.2004
H 9.3946 -13.9315 -4.9764
H 10.5905 -14.1068 -3.6566
H 7.2430 -15.3735 -0.6860
H 6.2286 -15.1637 -3.3221
H 6.9389 -16.6441 -2.7714
H 8.6498 -16.6671 -4.5167
H 7.9734 -15.2568 -5.2341
H 5.9011 -18.2562 -3.9001
H 4.1617 -19.2386 -5.3631
H 5.2268 -16.4658 -8.4388
H 6.8367 -15.4414 -7.0614
H 9.9078 -15.2619 -1.1308
H 10.0901 -15.7781 -2.8442
H 9.9038 -18.0292 -3.3670
H 7.9612 -19.4618 0.0396
I 5.3614 -22.2465 -4.6768
C 7.2338 -21.2041 -4.3051
H 7.0106 -20.1648 -3.9287
H 7.5580 -21.1140 -5.2749
F 8.0345 -25.7686 -9.8379
C 7.1820 -25.5390 -8.8744
C 7.4452 -25.8988 -7.6129
N 6.5653 -25.6556 -6.5537
C 6.9378 -25.8890 -5.1086
C 7.7749 -24.6923 -4.5988
O 7.7080 -24.4424 -3.3679
O 8.6569 -24.0644 -5.2861
C 5.2569 -25.1160 -6.8824
O 4.3586 -25.0296 -6.0774
N 5.0462 -24.8486 -8.2235
C 5.9679 -24.8647 -9.2092
O 5.7649 -24.4222 -10.3483
H 8.3778 -26.4367 -7.3950
H 7.5267 -26.8785 -5.1643
H 6.0332 -25.9096 -4.5417
H 4.2020 -24.3808 -8.4042

---

107
Properties=species:S:1:pos:R:3 method="wB97M-V/def2-TZVPD" lumo_energy_ev="2.33 / 0.77" e_homo_ev="-4.77 / -5.10" total_charge=-1 multiplicity=2 s2=0.763
Sn 0.4735 -0.2253 -2.1850
C -0.0046 0.0096 2.5274
N -0.3613 1.4146 2.6548
C 0.0720 2.3440 1.6421
P -0.5498 1.9905 -0.0874
C -2.3526 2.2215 0.0640
C -2.9844 2.7976 1.1658
C -4.3599 2.9747 1.1736
C -5.1170 2.6047 0.0702
C -4.4955 2.0445 -1.0357
C -3.1237 1.8350 -1.0320
C 0.0022 3.5929 -0.7772
C 1.3779 3.8168 -0.8510
C 1.8715 5.0239 -1.3155
C 0.9953 6.0148 -1.7364
C -0.3712 5.7901 -1.6920
C -0.8686 4.5872 -1.2098
C -1.0363 1.8386 3.7892
C -1.8357 0.9429 4.5173
C -2.5104 1.3522 5.6553
C -2.4255 2.6602 6.1097
C -1.6362 3.5530 5.3996
C -0.9456 3.1569 4.2658
P 1.6426 -0.3249 1.7027
C 2.8025 0.5621 2.8154
C 2.4825 1.1075 4.0569
C 3.4354 1.8038 4.7900
C 4.7246 1.9528 4.3010
C 5.0599 1.4040 3.0702
C 4.1024 0.7272 2.3310
C 1.8060 -2.0401 2.3475
C 2.8153 -2.4360 3.2229
C 2.9115 -3.7579 3.6352
C 2.0004 -4.7017 3.1832
C 0.9926 -4.3158 2.3119
C 0.8971 -2.9972 1.8955
H -0.7389 -0.5643 1.9476
H 0.0408 -0.4276 3.5255
H 1.1644 2.3968 1.5696
H -0.2710 3.3474 1.8775
H -2.4144 3.1160 2.0280
H -4.8376 3.4138 2.0408
H -6.1893 2.7581 0.0729
H -5.0719 1.7637 -1.9078
H -2.6516 1.3951 -1.9037
H 2.0712 3.0314 -0.5680
H 2.9412 5.1777 -1.3787
H 1.3788 6.9515 -2.1208
H -1.0589 6.5446 -2.0515
H -1.9376 4.4192 -1.1946
H -1.9596 -0.0729 4.1698
H -3.1248 0.6331 6.1833
H -2.9597 2.9754 6.9959
H -1.5387 4.5779 5.7367
H -0.3085 3.8762 3.7708
H 1.4891 0.9911 4.4695
H 3.1650 2.2275 5.7494
H 5.4653 2.4957 4.8747
H 6.0644 1.5140 2.6808
H 4.3598 0.3103 1.3625
H 3.5390 -1.7182 3.5865
H 3.7077 -4.0485 4.3100
H 2.0853 -5.7347 3.4972
H 0.2918 -5.0413 1.9191
H 0.1353 -2.7259 1.1780
S 1.5342 1.9340 -3.8168
Sb -0.5766 1.8454 -4.8178
S -1.9598 3.6018 -4.3919
S -1.4826 -0.1164 -3.7534
C 4.2041 -0.7615 -4.9201
C 4.6846 -1.6033 -3.7522
N 3.6762 -1.7421 -2.6946
C 3.4535 -2.9432 -2.0724
S 3.5144 -3.0866 -0.4190
N 3.1649 -3.9898 -2.8867
C 2.4272 -3.8140 -4.1404
C 1.5145 -5.0045 -4.3635
H 5.0075 -0.6332 -5.6488
H 3.8719 0.2220 -4.5898
H 3.3546 -1.2318 -5.4167
H 5.5862 -1.1642 -3.3139
H 4.9583 -2.6059 -4.0820
H 3.7207 -1.0194 -1.9896
H 2.8919 -4.7957 -2.3432
H 3.1220 -3.7036 -4.9775
H 1.8336 -2.9000 -4.0770
H 2.0832 -5.9363 -4.4068
H 0.9707 -4.8947 -5.3017
H 0.7884 -5.0682 -3.5519
C -6.7301 -1.9763 -2.9391
C -5.3232 -2.2398 -2.4753
C -4.8388 -1.6649 -1.3069
C -3.5214 -1.8476 -0.9116
C -2.6787 -2.6324 -1.6805
C -3.1489 -3.2275 -2.8429
C -4.4613 -3.0290 -3.2332
S -0.9777 -2.8617 -1.2069
O -0.8848 -4.1250 -0.5248
O -0.6570 -1.6811 -0.3677
O -0.2266 -2.7784 -2.4716
H -7.3800 -1.7154 -2.1035
H -7.1523 -2.8468 -3.4424
H -6.7499 -1.1446 -3.6474
H -5.4931 -1.0485 -0.7021
H -3.1443 -1.3723 -0.0155
H -2.4779 -3.8234 -3.4478
H -4.8209 -3.4822 -4.1503